1.
ORCA calculation (wB97M-V/def2-TZVPD) on a structure of composition C20H43BN3O2RhSi2.

Energy above the lowest of the compared OMol25 structures with the same formula, charge and spin, kcal/mol: 9.4
HOMO energy (alpha / beta), eV: -12.858 / -14.147
DFT total energy, eV: -49430.1286
LUMO (alpha / beta), eV: -5.88 / -7.23

ORCA input file:
```
! wB97M-V def2-TZVPD RIJCOSX def2/J DEFGRID3
* xyz 2 5
Rh 0.44141 0.02161 -0.36125
C 2.96540 -2.71699 -3.81426
Si 2.18139 -1.22538 -3.02666
C 3.40318 0.17719 -2.85827
C 0.71081 -0.67561 -4.03921
C 1.54868 -1.71196 -1.30479
C 0.27983 -2.48536 -1.29638
C 0.16178 -3.86770 -1.23684
C -1.10839 -4.41497 -1.18466
C -2.21908 -3.57557 -1.16611
C -2.01645 -2.21199 -1.20342
N -0.79428 -1.67389 -1.29203
Si 2.67950 -1.77946 0.26839
C 4.03805 -2.97327 -0.19219
C 1.72636 -2.42454 1.73478
C 3.45672 -0.11776 0.65565
H 3.27477 -2.46638 -4.83203
H 2.26121 -3.54893 -3.88198
H 3.84779 -3.06078 -3.27436
H 3.57646 0.62273 -3.84073
H 4.37137 -0.16010 -2.48380
H 3.05353 0.97004 -2.19099
H 1.04845 -0.35166 -5.02631
H 0.17746 0.15881 -3.57421
H -0.00997 -1.48212 -4.18479
H 1.04560 -4.49114 -1.23249
H -1.23474 -5.48887 -1.14712
H -3.22172 -3.97415 -1.11559
H -2.84792 -1.51905 -1.17333
H 3.64877 -3.97724 -0.36737
H 4.72838 -3.02302 0.65469
H 4.60447 -2.66097 -1.06965
H 0.93450 -3.12254 1.45568
H 1.26703 -1.63224 2.32756
H 2.41913 -2.96722 2.38365
H 4.22676 0.14317 -0.07065
H 3.93471 -0.21654 1.63483
H 2.77694 0.73786 0.73904
C -0.70078 0.42784 4.55880
C -1.72266 0.56066 3.44323
C -3.06151 0.00116 3.87725
O -1.22877 -0.26544 2.33064
B -0.63347 0.55809 1.44115
O -0.84424 1.90085 1.68279
C -1.78798 1.99346 2.81420
C -1.32041 3.10613 3.72820
C -3.13715 2.32896 2.20045
H -0.60316 -0.62549 4.81833
H -1.01271 0.96997 5.45122
H 0.28096 0.79482 4.25656
H -2.91828 -1.00109 4.27826
H -3.76824 -0.06011 3.05249
H -3.49726 0.61486 4.66781
H -0.28628 2.96528 4.03134
H -1.93705 3.15399 4.62698
H -1.40353 4.06721 3.21923
H -3.45447 1.55735 1.49514
H -3.05721 3.28730 1.67905
H -3.91356 2.43193 2.95765
N -3.07171 4.24942 -1.93821
C -1.64199 4.01365 -1.49317
C -1.30616 2.52750 -1.53953
N 0.04422 2.26320 -1.05792
H -3.31122 5.24400 -1.91045
H -3.73723 3.75933 -1.33439
H -3.22909 3.92577 -2.89617
H -1.57054 4.40928 -0.48086
H -1.01368 4.60797 -2.15472
H -1.40662 2.13473 -2.55406
H -1.99931 1.97675 -0.89703
H 0.15147 2.62585 -0.11104
H 0.76177 2.66080 -1.65605
*
```

=====

2.
ORCA calculation (wB97M-V/def2-TZVPD) on a cluster of 3 separate species, C20H43BrN3O2P in total.

Energy above the lowest of the compared OMol25 structures with the same formula, charge and spin, kcal/mol: 0.0
HOMO energy (alpha / beta), eV: -7.979 / -9.100
DFT total energy, eV: -109331.2651
LUMO (alpha / beta), eV: 0.66 / 0.48

ORCA input file:
```
! wB97M-V def2-TZVPD RIJCOSX def2/J DEFGRID3
* xyz 0 3
C 1.37628 -2.29798 -1.43257
C 0.48351 -3.55456 -1.50667
N -0.60638 -3.56006 -0.51922
P -2.17400 -3.07779 -0.92923
Br -1.82083 -1.05252 -1.79592
H 2.37996 -2.56605 -1.10929
H 0.94878 -1.58290 -0.73126
H 1.41654 -1.81607 -2.41022
H 1.11527 -4.42520 -1.32449
H 0.08332 -3.67628 -2.52003
H -0.67373 -4.44811 -0.04063
H -2.31380 -3.69339 -2.20580
C -5.29311 0.22120 -1.01910
C -5.49321 1.75519 -1.06520
C -4.93291 2.43087 0.19075
C -5.77814 2.20884 1.44082
C -7.22206 2.63774 1.18904
C -7.84247 1.94663 -0.02592
N -6.93923 2.11943 -1.21336
O -7.09512 3.26446 -1.76666
C -8.10368 0.46826 0.30152
C -9.19103 2.56928 -0.35890
C -4.72556 2.27068 -2.27519
H -4.69984 -0.08723 -0.15769
H -6.22614 -0.33179 -0.99950
H -4.77074 -0.12011 -1.91036
H -4.86226 3.50722 0.00473
H -3.91399 2.07031 0.34589
H -5.73252 1.16178 1.75306
H -5.36443 2.79166 2.26570
H -7.84369 2.42403 2.06154
H -7.25054 3.72100 1.03681
H -8.40934 -0.07915 -0.59097
H -8.91620 0.40960 1.02532
H -7.24922 -0.03820 0.74334
H -9.11873 3.64402 -0.50231
H -9.87921 2.37820 0.46471
H -9.60747 2.13063 -1.26629
H -5.14659 1.87528 -3.20000
H -3.69341 1.92723 -2.19091
H -4.72662 3.35620 -2.33322
C 8.15062 -1.99095 0.49997
C 6.70266 -1.64330 0.07318
C 6.67489 -0.49476 -0.94070
C 6.98386 0.87124 -0.33792
C 6.04879 1.15700 0.83415
C 6.08419 0.06324 1.90188
N 5.85715 -1.27544 1.25638
O 4.61306 -1.49157 1.04166
C 7.41828 0.12813 2.66142
C 4.98139 0.28880 2.92678
C 6.11521 -2.88519 -0.58391
H 8.88858 -1.42732 -0.07177
H 8.33638 -1.81433 1.55324
H 8.34797 -3.05008 0.33884
H 5.68013 -0.45741 -1.39570
H 7.37835 -0.72970 -1.74206
H 8.02980 0.92432 -0.02281
H 6.85575 1.64059 -1.10119
H 6.30572 2.10749 1.30686
H 5.02601 1.25606 0.45811
H 7.52827 -0.72814 3.32804
H 7.42864 1.03068 3.27162
H 8.28870 0.17655 2.01169
H 4.00243 0.36434 2.46121
H 5.18121 1.21903 3.45868
H 4.95321 -0.52491 3.65223
H 6.03964 -3.70477 0.13130
H 6.78268 -3.19042 -1.39086
H 5.12897 -2.70152 -1.00265
*
```

=====

3.
ORCA calculation (wB97M-V/def2-TZVPD) on a structure of composition C20H43FeN2P3Se.

HOMO energy (alpha / beta), eV: -16.138 / -17.171
DFT total energy, eV: -151989.8179
LUMO (alpha / beta), eV: -8.18 / -11.67

ORCA input file:
```
! wB97M-V def2-TZVPD RIJCOSX def2/J DEFGRID3
* xyz 3 6
Fe -0.40794 -0.17021 0.59906
P -1.59424 -0.78021 2.45786
P 0.83086 -2.03771 0.05846
P -2.05624 -0.81341 -0.89474
H 0.71536 2.09959 -0.72054
C -0.24124 1.57369 -0.70094
C -1.16114 1.84769 0.39386
H -0.86244 2.55409 1.16336
C -1.06934 -0.25921 4.15966
C -1.99214 -2.54591 2.88086
C -3.30724 -0.07181 2.53166
C 1.92006 -2.01331 -1.45184
C 2.07986 -2.72321 1.25436
C 0.00846 -3.67421 -0.27004
C -3.36194 0.41579 -1.35354
C -3.18504 -2.25091 -0.58914
C -1.49624 -1.22571 -2.60984
H -0.64414 1.48699 -1.71184
H -2.22104 1.94259 0.17496
H -0.85574 0.81379 4.16466
H -0.16424 -0.79721 4.45126
H -1.85584 -0.46941 4.89436
H -1.05704 -3.08141 3.07406
H -2.48964 -3.02861 2.03616
H -2.63644 -2.62351 3.76596
H -3.22974 1.01799 2.48386
H -3.83404 -0.36201 3.44896
H -3.89104 -0.40221 1.66876
H 2.45556 -2.96081 -1.59204
H 2.64346 -1.19941 -1.36434
H 1.30716 -1.81211 -2.33384
H 2.55056 -3.62681 0.84986
H 1.57646 -2.97361 2.19326
H 2.86266 -1.99301 1.46996
H 0.75786 -4.45021 -0.46404
H -0.65484 -3.61411 -1.13564
H -0.58614 -3.96291 0.60116
H -4.02714 -0.02231 -2.10524
H -2.90624 1.31979 -1.76474
H -3.94764 0.69249 -0.47334
H -3.81564 -2.43731 -1.46574
H -3.83104 -2.03131 0.26496
H -2.61424 -3.15191 -0.36184
H -2.34934 -1.37831 -3.28074
H -0.88594 -2.13111 -2.60574
H -0.88154 -0.40181 -2.98154
C 2.30816 2.19649 -4.88224
C 1.61366 3.04919 -4.01794
C 1.30566 4.34689 -4.42474
C 1.68436 4.80329 -5.68754
C 2.37696 3.94889 -6.54624
C 2.69016 2.64979 -6.15004
Se 2.77016 0.39539 -4.39704
H 2.15956 0.47249 -3.05944
H 1.31326 2.70599 -3.03234
H 0.76596 5.00209 -3.74664
H 1.44206 5.81469 -5.99944
H 2.67766 4.29179 -7.53234
H 3.22986 1.99339 -6.82714
C 2.08936 2.20409 4.64246
N 2.15126 0.88969 4.04076
C 2.67696 -0.23351 4.78756
C 1.55006 0.67879 2.80386
N 0.96936 0.43949 1.83156
H 2.52926 2.19619 5.66376
H 1.02726 2.52279 4.73286
H 2.63876 2.93699 4.01776
H 2.09596 -0.35961 5.72756
H 2.59766 -1.17741 4.20486
H 3.74216 -0.05521 5.03996
*
```